{"formula": "C14H17N3O3", "method": "ωB97M-V/def2-TZVPD", "symbols": ["C", "C", "C", "H", "C", "C", "C", "H", "H", "C", "N", "H", "C", "H", "H", "N", "H", "H", "C", "H", "C", "H", "H", "H", "H", "C", "C", "H", "O", "C", "C", "O", "O", "N", "H", "H", "H"], "xyz": [[-0.58136, -0.67020, -2.25712], [0.51712, -0.88971, -3.23236], [-2.70369, -1.78457, 2.11894], [0.08985, -1.45569, -4.05971], [1.66505, -1.73782, -2.71614], [0.89325, 0.92259, 2.08148], [-2.05676, -0.89144, 1.28036], [-2.61349, -2.93432, 3.94580], [2.45367, -1.50352, -3.50452], [-0.98831, -1.56652, 3.68466], [-0.48049, 0.23644, -1.28030], [-0.48638, -2.02565, 4.49557], [1.62334, 1.55456, -0.91139], [0.41752, 1.07867, -3.46259], [1.92121, 0.64952, -3.35816], [0.78564, -0.02168, 3.09705], [2.08335, -1.34995, -1.76609], [0.30965, 2.28245, -1.89790], [-0.40415, -0.61989, 2.90990], [-3.48260, -2.45370, 1.68913], [-0.51331, 2.14335, 0.28521], [-0.96860, 0.10958, -0.41000], [-1.55286, 2.28374, -0.06505], [1.10460, -0.05393, 4.04128], [-0.08991, 3.18666, 0.57698], [0.09775, 1.66952, -0.98054], [-1.04582, -0.06667, 1.78327], [1.36058, -2.89278, -2.66167], [2.44760, 0.72698, -0.46903], [-2.21547, -2.15762, 3.31625], [-0.21752, 0.98711, 1.27503], [-1.54507, -1.53192, -2.29073], [2.22014, 2.71026, -1.31141], [1.01294, 0.37729, -3.81577], [-2.49890, -0.78278, 0.23002], [1.55701, 3.40639, -1.29370], [1.76659, 1.71219, 2.23780]], "atomic_forces_ev_per_a": [[-3.0857, -4.2089, -0.5076], [0.2346, 0.3176, -1.2962], [-1.4568, -1.5767, -2.6313], [-0.2828, 0.0692, 0.1066], [0.6381, -1.1731, -0.3739], [2.3042, 3.2386, 1.8338], [-2.0980, 1.3080, -1.5109], [-0.2942, -0.0795, -0.0756], [-0.6663, -1.0705, 0.9264], [-1.5194, -1.8414, 0.4339], [0.2650, 3.9286, 2.0586], [0.6576, -0.0372, 0.9063], [4.6015, -1.7760, 3.1109], [-1.0395, 1.2308, -0.2109], [-0.8631, -0.6249, -0.7389], [-0.1795, 0.4182, -1.2589], [-0.4095, -0.4428, -0.3202], [-2.8332, -0.0112, 0.3165], [-1.2525, 0.2204, -0.3056], [0.3287, 0.9490, 0.2000], [0.3367, 0.5044, 0.0101], [-0.7110, -1.1769, -0.7812], [0.0300, -0.1283, 1.2338], [1.1479, 0.6299, 0.0546], [-0.6662, -1.9384, -0.2120], [3.4454, -3.2518, -3.9049], [-0.3745, -1.6337, -0.6177], [0.9038, 2.6988, -0.0950], [-3.4658, 1.3441, -1.6462], [2.4590, 0.9205, 1.7400], [0.4145, 1.3249, 1.3796], [2.9118, 3.0814, 0.7325], [-0.2475, 0.3653, -0.0148], [2.0219, -0.1663, 1.0217], [0.6871, -0.0114, 1.6049], [0.0622, 0.4866, -0.3324], [-2.0044, -1.8875, -0.8358]], "mulliken_charge": [0.54, 0.30, -0.99, 0.38, -1.10, -0.74, -0.21, 0.41, 0.30, -0.72, 0.40, 0.38, 0.49, 0.37, 0.31, -0.09, 0.23, 0.78, -0.06, 0.29, -0.90, -0.72, 0.35, 0.28, 0.33, -0.35, 0.53, 0.30, -0.56, -0.25, 0.69, -0.69, -0.51, -0.82, 0.34, 0.42, 0.29], "lumo_ev": 0.09, "mol_weight_g_mol": 275.308, "smiles": "C[C@H](N)C(=O)N[C@@H](Cc1c[nH]c2ccccc12)C(=O)O", "total_energy_ha": -933.5572}

{"formula": "C14H17N3O3S", "method": "ωB97M-V/def2-TZVPD", "symbols": ["H", "C", "C", "O", "H", "C", "H", "C", "H", "C", "H", "C", "C", "H", "O", "C", "H", "H", "H", "C", "C", "H", "H", "H", "C", "H", "N", "C", "H", "N", "H", "S", "O", "N", "H", "C", "C", "H"], "xyz": [[2.28634, 1.24830, -1.82142], [-4.60195, 0.52458, 1.32222], [2.06653, 2.04221, 0.16790], [-3.21680, -2.04250, -0.80890], [-1.83148, -1.62509, -2.30133], [-3.68364, 1.55633, 1.20067], [4.46557, 0.09980, -1.45048], [1.18085, 3.21414, -0.23418], [-2.29850, -3.32426, -2.01472], [2.92989, 1.56542, -0.99892], [0.51678, 2.92950, -1.04751], [3.37096, -1.43743, 0.80662], [-2.05599, -2.37298, -1.52974], [1.43903, 1.21683, 0.51073], [4.37541, -1.30902, 1.45132], [1.19393, -2.55645, 0.53721], [0.57611, 3.53934, 0.60879], [3.56165, 2.38171, -1.35235], [1.78625, 4.05477, -0.56580], [3.83302, 0.40185, -0.60942], [-2.57775, 1.38808, 0.38990], [-5.11113, -1.47603, 0.72725], [-1.85636, 2.18500, 0.28472], [2.62456, -2.99663, 1.89358], [-2.37575, 0.20210, -0.29813], [4.47048, 0.65358, 0.24403], [-0.80103, -3.42107, 0.30388], [-0.86307, -2.56879, -0.64938], [-3.83100, 2.48279, 1.73443], [2.42344, -2.39557, 1.10409], [-1.50406, 0.10741, -0.92688], [0.61513, -1.61778, -0.81975], [3.01453, -0.71584, -0.25377], [0.33929, -3.42313, 0.97329], [2.71200, 2.33927, 0.99757], [-4.41032, -0.66085, 0.64422], [-3.29221, -0.83405, -0.17181], [-5.47069, 0.64446, 1.95207]], "atomic_forces_ev_per_a": [[-0.0010, 0.0712, -0.1371], [0.0050, -0.0571, -0.0283], [0.0105, 0.0866, -0.2745], [-0.2486, 0.1737, 0.1298], [-0.0746, -0.0984, 0.0331], [0.0672, 0.1668, 0.0404], [-0.0526, -0.0204, 0.1611], [0.1041, -0.1684, 0.1752], [0.0872, 0.2164, 0.0127], [-0.0173, -0.4226, 0.4561], [-0.1096, 0.0198, -0.1069], [0.0288, -0.2777, 0.3210], [-0.0151, -0.1275, -0.2084], [0.0309, -0.0236, 0.0883], [0.2231, 0.0721, 0.0651], [-0.5777, 0.6332, -0.9693], [-0.1044, 0.0985, 0.0236], [0.0349, 0.0044, -0.0850], [0.0112, 0.1296, -0.0565], [0.4304, 0.5829, -0.1862], [-0.0851, 0.0834, 0.0874], [-0.0884, -0.1034, 0.0212], [0.0697, 0.0729, -0.0136], [0.0433, 0.1468, -0.1042], [0.0921, -0.2576, -0.2356], [-0.0852, -0.0473, -0.1669], [-1.4814, -0.3563, -0.5688], [0.7911, 0.6403, -0.2442], [-0.0100, 0.0768, 0.0433], [0.3966, -0.0870, 0.2431], [0.0056, -0.0057, -0.0302], [-0.6042, -0.8250, 0.4175], [-0.1895, -0.1255, -0.0253], [1.4147, -0.1492, 1.0204], [0.0115, -0.0634, 0.0660], [0.1122, -0.1460, -0.1228], [-0.1478, 0.0912, 0.1112], [-0.0775, -0.0045, 0.0473]], "mulliken_charge": [0.28, -0.31, -0.06, -0.43, 0.38, -0.65, 0.27, -1.44, 0.31, -0.51, 0.32, 0.55, -0.68, 0.13, -0.61, 0.37, 0.37, 0.40, 0.41, -0.78, -0.51, 0.42, 0.33, 0.26, -0.12, 0.45, -0.40, 0.66, 0.39, -0.07, 0.27, 0.04, -0.24, -0.55, 0.32, -0.58, 0.63, 0.36], "lumo_ev": 0.44, "mol_weight_g_mol": 307.375, "smiles": "CCCCOC(=O)Nc1nnc(COc2ccccc2)s1", "total_energy_ha": -1331.8570}

{"formula": "C14H17N5O4S", "method": "ωB97M-V/def2-TZVPD", "symbols": ["H", "C", "S", "H", "N", "H", "C", "H", "C", "H", "H", "H", "H", "C", "C", "H", "H", "C", "C", "C", "H", "N", "H", "C", "N", "O", "O", "C", "O", "H", "H", "H", "H", "C", "H", "O", "C", "C", "C", "N", "N"], "xyz": [[3.66821, -4.30884, -1.24228], [3.11660, 1.11158, 0.10247], [-6.55028, -0.41237, -0.68359], [-2.84092, -0.06542, 1.08356], [-2.43961, -0.97366, 0.81983], [4.09902, 4.18274, 0.59076], [1.60496, -1.23666, -0.10952], [0.98592, -2.11376, -0.17867], [-3.28206, -2.02676, 0.66815], [-4.71613, -1.55899, 2.18518], [2.50807, 3.76871, -0.09173], [5.87158, 1.58868, -1.00784], [6.03148, 1.02355, 0.67333], [-6.23810, 1.32668, -0.78324], [0.99699, -0.04577, 0.29036], [6.96611, 0.23661, -0.62284], [-7.56004, 1.74712, -2.26603], [3.73742, -0.08511, -0.28850], [6.01729, 0.71196, -0.37349], [3.29685, 3.44578, 0.59550], [2.49301, -3.88963, 0.03010], [-7.01262, 2.14599, -1.52349], [2.14353, -3.49374, -1.67419], [2.95437, -1.26000, -0.39443], [-1.13260, -1.06023, 0.51192], [3.64386, -2.36516, -0.78598], [5.04340, -0.27721, -0.61101], [-0.41251, -0.01394, 0.59538], [3.89342, 2.24498, 0.17575], [-6.66877, 3.08289, -1.65425], [1.27083, 2.02649, 0.69501], [2.88904, 3.36411, 1.60827], [-5.36272, -2.52000, 0.83694], [-4.72254, -1.67799, 1.09804], [-0.84060, 0.95022, 0.90172], [-2.97327, -3.12341, 0.27717], [2.93312, -3.57280, -0.92058], [-5.21131, -0.43367, 0.46391], [1.75837, 1.11440, 0.39140], [-4.69920, 0.72766, 0.65438], [-5.26017, 1.71498, -0.03746]], "atomic_forces_ev_per_a": [[-0.0870, 0.0168, 0.0223], [0.3032, -0.0901, -0.0721], [0.5996, 0.7412, 0.3651], [0.1289, -0.3445, -0.1662], [-0.2061, 0.9573, 0.4029], [-0.0979, -0.0010, 0.0206], [-0.0431, 0.0885, 0.0321], [-0.0035, -0.1817, -0.0389], [-0.3065, -0.0819, 0.0635], [-0.0996, -0.0202, -0.0477], [0.0158, -0.0152, 0.0424], [0.0434, -0.0931, 0.0738], [0.0075, -0.0203, -0.0704], [-0.1370, -1.2029, 0.1763], [1.0099, -0.0359, -0.2353], [-0.0480, 0.0438, 0.0327], [0.0766, 0.1172, -0.0028], [0.0389, -0.0944, -0.0038], [0.4295, 0.2822, 0.0325], [-0.0803, 0.1786, 0.0550], [0.0028, 0.0184, -0.0385], [-0.3746, 0.3193, -0.3122], [0.0174, 0.0006, 0.0369], [0.1924, 0.1424, 0.0055], [0.6805, -0.3522, -0.2447], [0.0232, 0.4230, 0.0856], [-0.4594, -0.0698, -0.0465], [-1.0463, 0.1067, 0.2500], [-0.0336, -0.4927, -0.1370], [0.0007, -0.0074, -0.0349], [-0.0273, 0.1277, 0.0358], [-0.0028, 0.0025, -0.0446], [0.1690, 0.0072, 0.0772], [0.3534, -0.3789, 0.0404], [0.0066, -0.0696, -0.0023], [0.0260, -0.2533, -0.0602], [-0.1320, -0.1921, -0.0152], [-0.7183, 0.1323, -0.4405], [-0.3306, -0.1547, 0.0380], [0.4848, -0.8749, 0.7564], [-0.3764, 1.3211, -0.6311]], "mulliken_charge": [0.22, 1.20, -0.23, 0.39, 0.06, 0.25, -0.77, 0.72, 0.52, 0.28, 0.35, 0.25, 0.31, 0.52, -0.58, 0.28, 0.22, 0.69, -0.79, -0.94, 0.37, -0.42, 0.37, 0.49, -0.58, -0.41, -0.46, -0.28, -0.43, 0.26, 0.40, 0.36, 0.35, -0.70, 0.35, -0.59, -0.93, 0.41, -0.67, -0.08, -0.78], "lumo_ev": 0.35, "mol_weight_g_mol": 351.388, "smiles": "COc1cc(/C=N/NC(=O)Cc2nnc(N)s2)cc(OC)c1OC", "total_energy_ha": -1516.5393}

Computed values of orbital gap (unit: eV) for the preceding records, in sequence: 8.4 9.1 7.8.
Computed values of largest force on an atom (unit: eV/Å) for the preceding records, in sequence: 6.14 1.75 1.51.